Entry 1:
The following is a quantum chemistry calculation of a cluster of 2 separate species, C2H3BrClP in total, from the OMol25 dataset.

ORCA input file:
```
! wB97M-V def2-TZVPD RIJCOSX def2/J DEFGRID3
* xyz 0 1
C 0.315 -0.122 0.770
C -0.069 0.458 -1.321
P -0.988 -0.946 1.366
Cl -1.689 0.019 -1.711
Br 1.952 0.373 1.462
H 0.601 -0.176 -1.973
H 0.270 1.593 -1.297
H -0.393 -1.198 2.703
*
```

**Relative energy (zero: lowest compared OMol25 entry of this formula, charge and spin)**: 61.4 kcal per mole
**HOMO level**: -9.332 eV
**E**: -93972.4669 eV
**Orbital gap**: 9.4 eV

natural (NBO) population analysis, charges in e, atoms 1 to 4: -0.6512 -0.3900 0.4504 0.0232

Entry 2:
The following is a quantum chemistry calculation of a cluster of 2 separate species, C2H3BrF3N2 in total, from the OMol25 dataset.

ORCA input file:
```
! wB97M-V def2-TZVPD RIJCOSX def2/J DEFGRID3
* xyz 1 1
C -0.413 -0.171 0.288
C -0.517 1.425 0.089
N -1.109 -0.970 0.930
N 1.713 -1.270 -1.115
F -1.821 1.779 0.200
F -0.118 1.614 -1.199
F 0.214 2.124 0.982
Br 3.373 -0.810 -0.651
H -1.681 -0.783 1.683
H -1.048 -2.035 0.837
H 1.408 -0.902 -2.043
*
```

**Relative energy (zero: lowest compared OMol25 entry of this formula, charge and spin)**: 115.2 kcal per mole
**HOMO level (spin up / spin down)**: -14.080 / -13.879 eV
**E**: -83284.7984 eV
**Orbital gap (spin up / spin down)**: 8.2 / 6.6 eV

natural (NBO) population analysis, charges in e, atoms 1 to 4: 0.5170 0.9163 -0.6726 -0.6295

Entry 3:
The following is a quantum chemistry calculation of a structure of composition C2H3BrFN, from the OMol25 dataset.

ORCA input file:
```
! wB97M-V def2-TZVPD RIJCOSX def2/J DEFGRID3
* xyz 0 1
C 0.524 0.009 0.748
C -0.271 0.485 -0.434
N -0.820 -0.290 0.546
F -0.683 1.671 -0.880
Br 0.551 -0.728 -2.479
H 1.339 -0.575 0.378
H 0.725 0.564 1.532
H -1.364 -1.136 0.588
*
```

**Relative energy (zero: lowest compared OMol25 entry of this formula, charge and spin)**: 32.5 kcal per mole
**HOMO level**: -9.817 eV
**E**: -76369.5417 eV
**Orbital gap**: 8.9 eV

natural (NBO) population analysis, charges in e, atoms 1 to 4: -0.2545 0.6847 -0.5965 -0.2855

Entry 4:
The following is a quantum chemistry calculation of a structure of composition C2H3BrN2S, from the OMol25 dataset.

ORCA input file:
```
! wB97M-V def2-TZVPD RIJCOSX def2/J DEFGRID3
* xyz 0 1
C -0.885 0.599 0.010
C 0.034 -0.595 0.341
N -0.754 1.335 -0.960
N 1.274 -0.357 -0.332
S 1.023 0.229 -1.863
Br -2.317 0.785 1.275
H 0.164 -0.738 1.413
H -0.456 -1.474 -0.091
H 1.918 0.216 0.206
*
```

**Relative energy (zero: lowest compared OMol25 entry of this formula, charge and spin)**: 35.0 kcal per mole
**HOMO level**: -9.288 eV
**E**: -85978.4725 eV
**Orbital gap**: 8.1 eV

natural (NBO) population analysis, charges in e, atoms 1 to 4: 0.1056 -0.3052 -0.4038 -0.7208

Entry 5:
The following is a quantum chemistry calculation of the molecule C2H3BrN2S, from the OMol25 dataset.

ORCA input file:
```
! wB97M-V def2-TZVPD RIJCOSX def2/J DEFGRID3
* xyz 0 1
Br 1.448 1.142 2.197
C 0.166 1.074 0.614
N 1.002 0.628 -0.570
N 0.646 -0.409 -1.093
C -0.489 -1.108 -0.639
S -1.226 -0.028 0.721
H -0.271 2.000 0.552
H -1.284 -1.290 -1.360
H 0.009 -2.009 -0.422
*
```

**Relative energy (zero: lowest compared OMol25 entry of this formula, charge and spin)**: 32.5 kcal per mole
**HOMO level**: -9.570 eV
**E**: -85978.5787 eV
**Orbital gap**: 9.6 eV

natural (NBO) population analysis, charges in e, atoms 1 to 4: -0.0263 -0.2854 -0.0988 -0.0819

Entry 6:
The following is a quantum chemistry calculation of a cluster of 2 separate species, C2H3BrN4 in total, from the OMol25 dataset.

ORCA input file:
```
! wB97M-V def2-TZVPD RIJCOSX def2/J DEFGRID3
* xyz 0 1
C -0.286 -1.012 1.635
C 0.407 0.697 -1.198
N -0.931 0.146 1.871
N 0.274 -1.018 0.448
N -0.785 0.873 0.836
N -0.052 0.169 -0.025
Br 2.089 0.104 -1.743
H -0.213 -1.810 2.342
H 0.201 1.750 -1.326
H -0.705 0.100 -2.839
*
```

**Relative energy (zero: lowest compared OMol25 entry of this formula, charge and spin)**: 84.7 kcal per mole
**HOMO level (spin up / spin down)**: -9.082 / -10.008 eV
**E**: -78120.2390 eV
**Orbital gap (spin up / spin down)**: 8.1 / 8.7 eV

natural (NBO) population analysis, charges in e, atoms 1 to 4: 0.1125 -0.1365 -0.2365 -0.2327

Entry 7:
The following is a quantum chemistry calculation of a cluster of 2 separate species, C2H3BrOS in total, from the OMol25 dataset.

ORCA input file:
```
! wB97M-V def2-TZVPD RIJCOSX def2/J DEFGRID3
* xyz 0 3
C -1.037 -0.104 1.088
C 0.653 -0.316 -0.800
O 0.730 0.911 -1.310
S -0.876 1.232 1.939
Br -2.204 -1.523 1.339
H 0.041 -0.995 -1.364
H 1.395 -0.686 -0.117
H 1.297 1.481 -0.777
*
```

**Relative energy (zero: lowest compared OMol25 entry of this formula, charge and spin)**: 31.1 kcal per mole
**HOMO level (spin up / spin down)**: -6.220 / -10.069 eV
**E**: -85042.7592 eV
**Orbital gap (spin up / spin down)**: 5.5 / 8.5 eV

natural (NBO) population analysis, charges in e, atoms 1 to 4: -0.3460 -0.0857 -0.6662 0.1745

Entry 8:
The following is a quantum chemistry calculation of the molecule C2H3BrSi, from the OMol25 dataset.

ORCA input file:
```
! wB97M-V def2-TZVPD RIJCOSX def2/J DEFGRID3
* xyz 0 1
Si 1.192 0.118 -0.026
C -0.638 0.089 0.006
C -1.960 -0.061 -0.168
Br -3.727 -0.276 0.025
H 1.879 0.824 1.004
H 1.877 0.713 -1.089
H 1.377 -1.407 0.247
*
```

**Relative energy (zero: lowest compared OMol25 entry of this formula, charge and spin)**: 50.2 kcal per mole
**HOMO level**: -9.503 eV
**E**: -80039.0909 eV
**Orbital gap**: 9.9 eV

natural (NBO) population analysis, charges in e, atoms 1 to 4: 0.8836 -0.4915 -0.1770 0.2404

Entry 9:
The following is a quantum chemistry calculation of a cluster of 2 separate species, C2H3Cl2FO in total, from the OMol25 dataset.

ORCA input file:
```
! wB97M-V def2-TZVPD RIJCOSX def2/J DEFGRID3
* xyz 0 1
F 0.240 -0.690 -1.472
C 0.876 0.325 -0.886
C 0.220 1.399 -0.446
Cl 1.223 2.602 0.253
Cl -1.444 1.551 -0.612
H 1.862 0.049 -0.868
O -0.646 -1.711 1.477
H -1.311 -1.026 1.548
H -1.020 -2.499 1.006
*
```

**Relative energy (zero: lowest compared OMol25 entry of this formula, charge and spin)**: 23.4 kcal per mole
**HOMO level**: -9.438 eV
**E**: -31931.2333 eV
**Orbital gap**: 10.1 eV

natural (NBO) population analysis, charges in e, atoms 1 to 4: -0.3198 0.2269 -0.2276 0.0518

Entry 10:
The following is a quantum chemistry calculation of the molecule C2H3Cl2FS, from the OMol25 dataset.

ORCA input file:
```
! wB97M-V def2-TZVPD RIJCOSX def2/J DEFGRID3
* xyz 0 1
F 1.171 0.914 -1.390
C 0.013 0.560 -0.737
Cl -0.993 -0.390 -1.697
Cl -0.765 2.078 -0.263
C 0.461 -0.215 0.461
S -0.782 -0.695 1.623
H 1.082 0.478 1.048
H 1.078 -1.038 0.151
H -1.264 -1.693 0.805
*
```

**Relative energy (zero: lowest compared OMol25 entry of this formula, charge and spin)**: 0.8 kcal per mole
**HOMO level**: -9.703 eV
**E**: -40720.0948 eV
**Orbital gap**: 10.3 eV

natural (NBO) population analysis, charges in e, atoms 1 to 4: -0.3355 0.2551 0.0527 -0.0040